Molecular formula: C22H42NO3
Method: DFT, ωB97M-V with the def2-TZVPD basis set

The lowest unoccupied orbital energy comes out at -2.22 eV. Its orbital gap is 10.37 eV. As for the total charge: +1. The calculation puts the energy relative to the best compared isomer or geometry (same formula, charge and spin) at 0.0 kcal per mole. Its molar mass is 368.6 g mol⁻¹. Its calculated total energy is -31122.718 eV. Its SMILES is CCCCCCOC(=O)C[N+](C)(C)CCO[C@H]1C[C@H]2CC[C@]1(C)C2(C)C.

Cartesian coordinates (Å):
C (0.735, 5.684, 0.450)
H (0.890, 5.251, 1.436)
C (2.044, 5.770, -0.326)
C (2.631, 4.401, -0.674)
C (3.071, 3.615, 0.561)
C (3.891, 2.370, 0.221)
C (3.082, 1.290, -0.492)
H (2.618, 1.674, -1.400)
H (3.718, 0.432, -0.726)
O (1.979, 0.840, 0.321)
C (2.205, -0.102, 1.203)
O (3.236, -0.696, 1.380)
C (0.918, -0.361, 2.006)
N (0.900, -1.650, 2.735)
C (1.884, -1.621, 3.837)
H (1.604, -0.861, 4.564)
H (2.874, -1.395, 3.445)
H (1.911, -2.588, 4.334)
C (-0.449, -1.840, 3.306)
H (-0.739, -0.966, 3.887)
H (-1.162, -2.000, 2.499)
H (-0.454, -2.710, 3.960)
C (1.223, -2.798, 1.833)
H (0.856, -3.703, 2.319)
H (2.308, -2.862, 1.727)
C (0.631, -2.704, 0.424)
O (-0.747, -2.441, 0.482)
C (-1.441, -2.544, -0.766)
H (-0.839, -3.173, -1.429)
C (-2.847, -3.138, -0.548)
H (-2.938, -4.128, -0.991)
H (-3.053, -3.230, 0.518)
C (-3.776, -2.117, -1.217)
H (-4.745, -2.527, -1.492)
C (-3.854, -0.906, -0.283)
H (-4.615, -0.204, -0.615)
H (-4.100, -1.202, 0.736)
C (-2.438, -0.310, -0.392)
H (-2.452, 0.734, -0.703)
H (-1.913, -0.360, 0.562)
C (-1.739, -1.187, -1.450)
C (-0.541, -0.521, -2.102)
H (-0.006, -1.221, -2.741)
H (0.149, -0.133, -1.353)
H (-0.871, 0.316, -2.713)
C (-2.918, -1.583, -2.382)
C (-3.548, -0.405, -3.126)
H (-4.537, -0.690, -3.479)
H (-2.946, -0.150, -3.994)
H (-3.652, 0.484, -2.515)
C (-2.590, -2.636, -3.442)
H (-2.249, -3.578, -3.028)
H (-3.484, -2.838, -4.028)
H (-1.826, -2.260, -4.118)
H (0.820, -3.671, -0.067)
H (1.154, -1.937, -0.164)
H (0.070, -0.325, 1.316)
H (0.808, 0.457, 2.723)
H (4.310, 1.943, 1.135)
H (4.722, 2.641, -0.431)
H (3.685, 4.264, 1.188)
H (2.195, 3.321, 1.142)
H (3.497, 4.548, -1.323)
H (1.885, 3.833, -1.233)
H (1.866, 6.313, -1.256)
H (2.773, 6.339, 0.253)
H (0.314, 6.677, 0.583)
H (0.011, 5.075, -0.087)